The following is a DFT calculation (ωB97M-V/def2-TZVPD) of a molecular structure, C23H41Cl3LaN3O3Si.

Each line ends with the Löwdin charge.
Cartesian coordinates (Å):
C: -1.53 -2.33 -3.64  -0.036
C: -1.08 -3.33 -2.62  -0.242
H: -1.45 -2.72 -4.66  0.063
H: -0.94 -1.41 -3.56  0.068
H: -2.58 -2.05 -3.45  0.095
C: -0.54 -4.53 -2.88  -0.118
C: -0.36 -5.11 -4.24  -0.106
H: -0.20 -5.17 -2.06  0.102
H: -0.51 -4.38 -5.04  0.059
H: -1.02 -5.96 -4.42  0.076
H: 0.67 -5.49 -4.33  0.067
La: -0.02 0.45 -0.39  1.478
Cl: -2.66 0.87 -0.06  -0.327
Cl: 0.37 1.67 -2.80  -0.175
H: 0.64 5.18 3.36  0.093
H: -1.44 6.08 2.34  0.094
C: 1.01 4.88 2.38  -0.016
C: -1.08 5.77 1.35  -0.028
N: -0.13 4.67 1.48  -0.172
H: 1.58 3.95 2.44  0.086
C: -0.28 3.53 0.82  -0.296
O: 0.53 2.55 0.88  -0.227
H: -1.92 5.43 0.74  0.095
H: -1.18 3.46 0.18  0.112
H: 1.64 5.69 1.99  0.099
H: -0.60 6.63 0.87  0.095
H: 1.40 -1.66 -3.22  0.083
H: 2.44 -3.99 -2.04  0.089
C: 2.38 -1.26 -2.95  -0.032
C: 3.30 -3.31 -1.92  -0.034
N: 2.87 -1.93 -1.75  -0.160
H: 2.30 -0.18 -2.79  0.026
C: 2.87 -1.37 -0.54  -0.289
O: 2.28 -0.30 -0.25  -0.222
H: 3.86 -3.62 -1.03  0.091
H: 3.44 -1.94 0.21  0.151
H: 3.08 -1.48 -3.76  0.095
H: 3.93 -3.40 -2.81  0.091
O: -0.28 -1.76 -1.09  -0.447
C: -1.17 -2.79 -1.21  -0.432
C: 0.12 -4.27 0.46  -0.048
C: -1.09 -3.85 -0.09  -0.173
H: 1.04 -3.80 0.12  0.098
C: 0.14 -5.26 1.45  -0.089
H: -2.19 -2.38 -1.12  0.125
C: -2.29 -4.43 0.35  -0.028
H: 1.09 -5.58 1.86  0.091
C: -1.06 -5.84 1.90  -0.106
C: -2.27 -5.43 1.34  -0.089
H: -3.22 -4.10 -0.09  0.117
H: -1.04 -6.60 2.68  0.093
H: -3.21 -5.88 1.67  0.097
Si: -0.44 4.61 -5.38  0.093
Cl: -0.70 2.84 -6.46  0.281
C: 1.38 4.66 -4.97  -0.230
C: -1.63 4.40 -3.96  -0.244
C: -0.90 6.16 -6.38  -0.216
H: 1.67 3.73 -4.46  -0.010
H: 1.61 5.51 -4.30  0.030
H: 1.98 4.77 -5.88  0.030
H: -0.23 6.28 -7.24  0.026
H: -0.80 7.07 -5.76  0.030
H: -1.93 6.11 -6.74  0.026
H: -1.39 3.47 -3.43  -0.050
H: -2.66 4.33 -4.35  0.034
H: -1.57 5.23 -3.26  0.025
C: 0.52 0.28 5.63  -0.094
C: -0.54 -0.47 4.80  -0.210
C: -0.28 -0.38 3.37  -0.157
N: -0.06 -0.31 2.24  0.112
H: 1.50 -0.18 5.46  0.083
H: 0.31 0.24 6.71  0.077
H: 0.57 1.34 5.34  0.077
H: -0.54 -1.53 5.10  0.124
H: -1.55 -0.08 5.00  0.125

Calculated values
* ΔE to the lowest compared entry with this formula, charge and spin: 0.000 eV
* total charge: 0
* 2S+1: 1
* frontier orbital gap: 8.09 eV